No. 1
Below is the molecule C6H10N2O3S at a distorted geometry, with properties calculated with the ωB97M-V functional and the def2-TZVPD basis.

Each line ends with the Mulliken charge.
CARTESIAN COORDINATES (ANGSTROEM)
1 C -3.168 -2.271 1.026  -0.731
2 C -3.471 -1.439 0.092  0.041
3 N -3.351 -0.052 0.133  -0.419
4 C -2.353 0.668 -0.023  0.679
5 O -2.420 1.961 -0.263  -0.382
6 O -0.941 0.101 -0.094  -0.299
7 C 0.214 0.872 -0.128  0.219
8 S 0.426 2.339 0.581  -0.360
9 N 1.112 0.196 -0.873  -0.079
10 C 2.489 0.584 -0.969  -0.834
11 C 3.385 -0.017 0.118  -0.148
12 O 3.345 0.713 1.296  -0.447
13 H -3.547 -3.333 0.960  0.214
14 H -2.716 -2.184 2.048  0.242
15 H -4.110 -1.858 -0.687  0.286
16 H -1.549 2.403 -0.462  0.263
17 H 0.838 -0.753 -1.228  0.301
18 H 2.986 0.389 -1.985  0.383
19 H 2.724 1.706 -1.003  0.322
20 H 3.096 -1.170 0.163  0.198
21 H 4.441 0.107 -0.318  0.264
22 H 2.568 1.039 1.616  0.287

The lowest unoccupied orbital energy is 0.01474 Eh. The value obtained for the total energy is -967.95873 Eh. The value obtained for the HOMO energy is -0.3409 hartree. The HOMO-LUMO gap is 9.7 eV. The energy above the lowest of the compared OMol25 structures with the same formula, charge and spin is 177.84 kJ/mol. The calculation puts the max |F| at 5.25 eV/Å. The SMILES is C=C/N=C(/O)OC(=S)NCCO.

***

No. 2
Below is the molecule C6H10N2O3S at a distorted geometry, with properties calculated with the ωB97M-V functional and the def2-TZVPD basis.

Each line ends with the Löwdin spin population.
CARTESIAN COORDINATES (ANGSTROEM)
1 C 2.786 -0.307 -0.411  0.083
2 C 1.606 -0.880 0.169  0.410
3 C 0.801 0.219 0.234  0.534
4 C 1.499 -2.322 0.506  0.060
5 C -0.930 1.590 1.525  0.017
6 C -1.757 0.693 -1.797  0.015
7 N 2.691 0.940 -0.715  0.452
8 N -0.527 0.381 0.770  0.110
9 O -3.004 -0.121 0.364  0.023
10 O -1.219 -1.586 -0.504  0.010
11 O 1.411 1.327 -0.297  0.198
12 S -1.727 -0.301 -0.262  0.042
13 H 3.791 -0.626 -0.708  -0.004
14 H 0.608 -2.606 -0.147  0.019
15 H 2.345 -2.784 0.273  -0.001
16 H 1.395 -2.357 1.623  0.022
17 H -2.006 1.675 1.349  0.001
18 H -0.504 1.689 2.499  0.002
19 H -0.690 2.629 0.943  0.004
20 H -0.796 0.593 -2.288  0.002
21 H -2.723 0.626 -2.205  0.001
22 H -1.851 1.817 -1.618  0.001

The lowest unoccupied orbital energy (alpha / beta) is 0.02558 / -0.09636 Eh. The value obtained for the total energy is -967.76842 Eh. The value obtained for the HOMO energy (alpha / beta) is -0.1936 / -0.3765 hartree. The HOMO-LUMO gap (alpha / beta) is 6.0 / 7.6 eV. As for the spin multiplicity: 3. The energy above the lowest of the compared OMol25 structures with the same formula, charge and spin is 207.47 kJ/mol. The calculation puts the max |F| at 7.62 eV/Å.

***

No. 3
Below is the molecule C6H10N2OS at a distorted geometry, with properties calculated with the ωB97M-V functional and the def2-TZVPD basis.

Each line ends with the Mulliken charge.
CARTESIAN COORDINATES (ANGSTROEM)
1 C 0.808 -0.650 1.807  -0.432
2 C 2.091 -0.795 1.615  -0.401
3 C -0.438 -0.902 -0.397  -0.505
4 C -1.228 -0.102 -1.400  -0.851
5 C -0.160 -0.002 0.799  0.069
6 C 0.523 1.273 0.348  -0.720
7 N -0.531 1.061 -1.936  -0.400
8 N 0.050 1.801 -0.876  -0.095
9 O 4.058 0.495 0.524  -0.575
10 S 2.830 -0.195 0.069  0.293
11 H 0.385 -1.165 2.674  0.338
12 H 2.765 -1.012 2.516  0.341
13 H -1.005 -1.670 0.181  0.322
14 H 0.440 -1.427 -0.771  0.339
15 H -1.662 -0.527 -2.347  0.393
16 H -2.079 0.231 -0.915  0.394
17 H -1.098 0.119 1.257  0.456
18 H 0.984 1.966 0.993  0.579
19 H 0.017 0.848 -2.666  0.179
20 H 0.241 2.770 -1.220  0.277

The lowest unoccupied orbital energy (alpha / beta) is 0.01805 / -0.00642 Eh. The value obtained for the total energy is -817.38413 Eh. The value obtained for the HOMO energy (alpha / beta) is -0.2676 / -0.2420 hartree. The HOMO-LUMO gap (alpha / beta) is 7.8 / 6.4 eV. The energy above the lowest of the compared OMol25 structures with the same formula, charge and spin is 545.15 kJ/mol. The calculation puts the max |F| at 5.64 eV/Å.

***

No. 4
Below is a structure of composition C6H10N2S3 at a distorted geometry, with properties calculated with the ωB97M-V functional and the def2-TZVPD basis.

Each line ends with the Mulliken charge.
CARTESIAN COORDINATES (ANGSTROEM)
1 C -2.315 0.091 1.082  -0.836
2 C -2.486 -0.514 -1.105  -0.880
3 C 2.231 -0.165 -1.090  -0.587
4 C 2.648 0.014 1.156  -0.749
5 C -1.378 -0.281 -0.076  0.784
6 C 1.521 0.142 0.193  0.308
7 N -0.597 0.912 -0.474  -0.587
8 N 0.550 1.079 0.295  -0.151
9 S -3.731 0.318 -0.053  -0.167
10 S 3.855 0.008 -0.239  -0.132
11 S -0.314 -1.707 0.229  -0.267
12 H -2.492 -0.734 1.771  0.326
13 H -2.056 0.996 1.627  0.332
14 H -2.345 -0.043 -2.077  0.361
15 H -2.728 -1.569 -1.227  0.321
16 H 2.101 -1.181 -1.455  0.303
17 H 2.072 0.552 -1.895  0.389
18 H 2.769 0.839 1.858  0.392
19 H 2.679 -0.938 1.683  0.243
20 H -0.310 0.809 -1.447  0.301
21 H 0.325 1.370 1.243  0.295

The lowest unoccupied orbital energy is -0.01158 Eh. The value obtained for the total energy is -1538.58453 Eh. The value obtained for the HOMO energy is -0.2982 hartree. The HOMO-LUMO gap is 7.8 eV. The energy above the lowest of the compared OMol25 structures with the same formula, charge and spin is 212.57 kJ/mol. The calculation puts the max |F| at 1.99 eV/Å.

***

No. 5
Below is the ion C6H10N3O with charge +1 at a distorted geometry, with properties calculated with the ωB97M-V functional and the def2-TZVPD basis.

Each line ends with the Mulliken charge.
CARTESIAN COORDINATES (ANGSTROEM)
1 C -1.597 0.139 -0.781  -0.031
2 C -2.263 -0.438 0.314  -0.358
3 C -0.361 0.379 -0.978  0.102
4 C 1.262 -0.551 0.169  0.183
5 C 0.587 0.917 -1.927  -0.503
6 C -1.886 -0.289 1.639  -0.270
7 N 2.178 -0.488 -0.690  -0.009
8 N 1.801 -0.037 -1.957  -0.441
9 N 1.206 -0.916 1.402  -0.284
10 O -1.178 0.721 2.132  -0.515
11 H -2.299 0.597 -1.562  0.326
12 H -3.060 -1.120 -0.014  0.390
13 H 0.276 0.893 -2.960  0.352
14 H 1.001 1.893 -1.739  0.263
15 H -2.367 -1.041 2.274  0.357
16 H 2.940 -1.132 -0.618  0.295
17 H 2.644 0.559 -2.291  0.305
18 H 1.975 -1.278 1.909  0.222
19 H 0.459 -0.411 1.943  0.270
20 H -1.269 0.959 3.061  0.350

The lowest unoccupied orbital energy is -0.12054 Eh. The value obtained for the total energy is -473.71216 Eh. The value obtained for the HOMO energy is -0.4518 hartree. The charge is +1. The HOMO-LUMO gap is 9.0 eV. The energy above the lowest of the compared OMol25 structures with the same formula, charge and spin is 605.66 kJ/mol. The calculation puts the max |F| at 5.76 eV/Å.

***

No. 6
Below is the ion C6H10N3O6 with charge -1 at a distorted geometry, with properties calculated with the ωB97M-V functional and the def2-TZVPD basis.

Each line ends with the Mulliken charge.
CARTESIAN COORDINATES (ANGSTROEM)
1 C 1.433 0.948 0.499  -1.279
2 C 0.395 0.950 -0.589  -0.552
3 C -0.738 -0.145 -0.407  0.708
4 C -0.120 -1.537 -0.188  -1.967
5 C -1.650 0.248 0.761  -0.554
6 C -2.396 1.710 0.796  0.532
7 O -3.608 1.641 1.054  -0.661
8 O -1.666 2.725 0.629  -0.737
9 N -2.971 -0.796 0.825  -0.013
10 N -2.965 -1.664 1.804  1.102
11 O -2.062 -1.594 2.596  -0.651
12 O -3.848 -2.522 1.851  -0.723
13 N -4.155 -0.339 0.147  1.132
14 O -3.955 0.027 -0.976  -0.601
15 O -5.170 -0.600 0.663  -0.661
16 H 2.086 0.147 0.477  0.326
17 H 1.878 1.961 0.352  0.383
18 H 0.878 1.242 1.457  0.316
19 H -0.258 1.846 -0.716  0.383
20 H 0.958 0.756 -1.548  0.425
21 H -1.346 -0.234 -1.386  0.196
22 H 0.117 -1.651 0.829  0.426
23 H -0.754 -2.328 -0.571  0.401
24 H 0.687 -1.718 -0.793  0.546
25 H -0.993 -0.044 1.635  0.524

The lowest unoccupied orbital energy is 0.12111 Eh. The value obtained for the total energy is -850.12002 Eh. The value obtained for the HOMO energy is -0.1983 hartree. The charge is -1. The HOMO-LUMO gap is 8.7 eV. The calculation puts the max |F| at 5.89 eV/Å. The SMILES is CC[C@@H](C)[C@@H](C(=O)[O-])N([N+](=O)[O-])[N+](=O)[O-].